{"formula": "C53H121N4O10V", "method": "ωB97M-V/def2-TZVPD", "elements": ["V", "C", "C", "O", "H", "H", "H", "H", "H", "C", "C", "C", "O", "H", "H", "H", "H", "H", "H", "H", "H", "C", "C", "C", "O", "H", "H", "H", "H", "H", "H", "H", "H", "C", "C", "C", "O", "H", "H", "H", "H", "H", "H", "H", "H", "C", "C", "C", "O", "H", "H", "H", "H", "H", "H", "H", "H", "C", "C", "C", "O", "H", "H", "H", "H", "H", "H", "H", "H", "C", "C", "C", "C", "C", "C", "N", "O", "C", "C", "C", "H", "H", "H", "H", "H", "H", "H", "H", "H", "H", "H", "H", "H", "H", "H", "H", "H", "H", "H", "C", "C", "C", "C", "C", "C", "N", "O", "C", "C", "C", "H", "H", "H", "H", "H", "H", "H", "H", "H", "H", "H", "H", "H", "H", "H", "H", "H", "H", "H", "C", "C", "C", "C", "C", "C", "N", "O", "C", "C", "C", "H", "H", "H", "H", "H", "H", "H", "H", "H", "H", "H", "H", "H", "H", "H", "H", "H", "H", "H", "C", "C", "C", "C", "C", "C", "N", "O", "C", "C", "C", "H", "H", "H", "H", "H", "H", "H", "H", "H", "H", "H", "H", "H", "H", "H", "H", "H", "H", "H"], "xyz": [[0.3907, -5.6563, -0.6730], [0.1629, -1.0537, -0.6729], [0.8251, -2.2500, 0.1399], [0.8822, -3.5338, -0.5219], [0.3997, -0.0976, -0.2061], [-0.9251, -1.1163, -0.6489], [0.5192, -1.1129, -1.7013], [0.3435, -2.4165, 1.1035], [1.8455, -1.9907, 0.4222], [0.7818, -6.4225, 3.4482], [1.2361, -5.5048, 2.3688], [2.6516, -4.9991, 2.5152], [1.2661, -6.3127, 1.1864], [-0.2433, -6.7071, 3.2107], [0.7830, -5.8818, 4.3946], [1.4343, -7.2900, 3.5473], [0.5946, -4.6257, 2.3074], [3.4041, -5.7877, 2.5195], [2.9074, -4.4486, 3.4205], [3.0178, -4.3154, 1.7493], [1.7567, -7.0996, 1.4346], [4.3307, -0.7541, -2.4582], [4.6541, -2.2105, -2.0744], [4.9497, -2.4889, -0.6304], [3.4923, -2.9150, -2.2665], [3.6855, -0.3497, -1.6783], [3.9397, -0.8822, -3.4676], [5.1605, -0.0594, -2.5882], [5.4769, -2.6377, -2.6477], [4.0747, -2.2060, -0.0452], [5.7611, -1.8692, -0.2484], [5.3259, -3.4981, -0.4627], [2.8018, -2.5225, -1.7273], [4.0847, -6.1484, -3.4651], [3.3390, -6.5439, -2.1828], [4.2228, -6.7938, -0.9228], [2.4165, -5.5242, -1.8422], [4.7201, -5.2873, -3.2584], [3.4412, -5.7717, -4.2602], [4.5022, -7.0299, -3.9517], [2.8365, -7.4940, -2.3639], [4.8904, -5.9540, -0.7301], [4.9081, -7.5874, -1.2206], [3.6101, -6.9777, -0.0403], [2.9246, -4.7287, -2.0173], [-0.7497, -4.5596, -5.0125], [-0.6181, -4.1075, -3.5625], [-1.6421, -3.0945, -3.0781], [-0.7903, -5.2286, -2.7844], [-1.7897, -4.6713, -5.3189], [-0.3370, -5.5340, -5.2737], [-0.3247, -3.9261, -5.7911], [0.3569, -3.6433, -3.4144], [-2.6647, -3.4700, -3.1138], [-1.5481, -2.1799, -3.6636], [-1.3250, -2.9014, -2.0533], [-1.6948, -5.4740, -2.9922], [3.0765, 0.6071, 1.6805], [4.3007, 1.3057, 2.1852], [4.2621, 1.1870, 3.6467], [5.4107, 0.6126, 1.6399], [2.9132, 0.6269, 0.6029], [2.1373, 1.0069, 2.0629], [3.1159, -0.4635, 1.8815], [4.1415, 2.3591, 1.9548], [3.3074, 1.5223, 4.0519], [5.0364, 1.8199, 4.0803], [4.4959, 0.1969, 4.0379], [6.1320, 0.7363, 2.2613], [-5.4272, -1.5267, -3.0205], [-4.5707, -0.2412, -3.0778], [-4.0795, -0.3331, -4.5738], [-3.2731, 0.8825, -4.9894], [-4.1501, 2.1630, -4.7514], [-4.8169, 2.3447, -3.3143], [-5.3943, 1.0404, -2.9066], [-6.1895, 1.0568, -1.7495], [-3.8230, 2.9056, -2.2236], [-6.0160, 3.3470, -3.4608], [-3.3536, -0.2828, -2.1141], [-4.9674, -2.4548, -3.3600], [-6.3563, -1.4449, -3.5846], [-5.7951, -1.7393, -2.0167], [-3.4316, -1.1788, -4.8041], [-4.9183, -0.3760, -5.2685], [-3.1642, 0.9143, -6.0735], [-2.3038, 0.8873, -4.4908], [-4.8772, 2.2474, -5.5592], [-3.4742, 2.9863, -4.9825], [-3.5209, 3.9508, -2.1573], [-4.1709, 2.7671, -1.1999], [-2.9001, 2.3307, -2.3005], [-6.4063, 3.6367, -2.4851], [-5.6979, 4.2540, -3.9749], [-6.7869, 2.7924, -3.9958], [-3.6778, 0.1476, -1.1667], [-2.4273, 0.2087, -2.4118], [-3.1441, -1.3415, -1.9616], [-7.0249, 0.6577, -2.0034], [1.5345, 6.1863, -5.8451], [1.9201, 5.2862, -4.6869], [2.3099, 6.1525, -3.4774], [2.4338, 5.3084, -2.1249], [1.2271, 4.3761, -1.9189], [0.7848, 3.5614, -3.2128], [0.7423, 4.4193, -4.4315], [0.3923, 3.5851, -5.5037], [1.5268, 2.2048, -3.2505], [-0.6353, 3.1350, -2.9467], [3.1761, 4.4740, -5.0299], [1.5481, 5.6710, -6.8055], [0.5397, 6.6043, -5.6903], [2.2231, 7.0163, -6.0036], [3.2947, 6.5556, -3.7137], [1.6080, 6.9725, -3.3250], [3.3855, 4.7777, -2.0989], [2.5126, 5.9649, -1.2584], [0.3594, 4.9148, -1.5381], [1.5040, 3.6404, -1.1638], [1.2712, 1.4920, -2.4665], [2.6141, 2.2717, -3.2871], [1.2529, 1.6985, -4.1761], [-0.8573, 2.3873, -3.7080], [-1.2748, 4.0149, -2.8768], [-0.5778, 2.6222, -1.9866], [4.0328, 5.1047, -5.2673], [3.7215, 3.9321, -4.2572], [3.0970, 3.7496, -5.8405], [-0.2483, 4.1577, -5.9318], [-3.6391, 4.2355, 2.0773], [-2.8154, 3.1724, 2.8780], [-2.7915, 1.8745, 1.9712], [-1.6920, 1.8252, 0.8522], [-0.3708, 2.3101, 1.4383], [-0.2998, 3.6982, 2.1642], [-1.4073, 3.6740, 3.1352], [-1.4821, 4.7512, 3.9944], [1.0984, 3.8126, 2.9231], [-0.3724, 4.8085, 1.0990], [-3.5149, 2.8087, 4.2150], [-3.4426, 4.3389, 1.0102], [-3.6339, 5.2448, 2.4890], [-4.7044, 4.0122, 2.0198], [-2.5848, 1.0919, 2.7011], [-3.7552, 1.7048, 1.4909], [-2.0779, 2.4813, 0.0719], [-1.5307, 0.8082, 0.4948], [0.4425, 2.2290, 0.7172], [-0.1877, 1.6502, 2.2863], [1.1408, 4.6026, 3.6729], [1.2217, 2.9883, 3.6255], [1.9989, 3.8465, 2.3098], [0.6104, 5.1996, 0.8359], [-0.8761, 4.5189, 0.1767], [-0.8648, 5.6896, 1.5105], [-2.7764, 2.7277, 5.0125], [-4.0054, 1.8360, 4.2531], [-4.2154, 3.5668, 4.5653], [-0.8976, 4.4443, 4.6914], [-2.6079, -0.0155, 6.1211], [-1.7510, -1.1092, 6.7158], [-2.1629, -2.4424, 5.9317], [-1.4623, -2.5959, 4.5875], [0.0684, -2.4754, 4.7319], [0.5286, -1.2251, 5.3956], [-0.2800, -0.8766, 6.6023], [0.2423, 0.2823, 7.2941], [1.9394, -1.5208, 5.7814], [0.4371, -0.1231, 4.2262], [-2.0911, -1.4491, 8.2108], [-2.6250, 0.1446, 5.0431], [-2.3123, 0.9564, 6.5163], [-3.6390, -0.3327, 6.2767], [-1.8976, -3.3168, 6.5260], [-3.2159, -2.3258, 5.6755], [-1.8832, -1.9445, 3.8216], [-1.5150, -3.6043, 4.1770], [0.6124, -2.6888, 3.8118], [0.4062, -3.1866, 5.4857], [2.2898, -0.6298, 6.3023], [2.1456, -2.2706, 6.5452], [2.6175, -1.7878, 4.9708], [0.9321, -0.4250, 3.3032], [-0.5800, 0.2193, 4.0355], [0.9104, 0.8399, 4.4173], [-1.9078, -0.5754, 8.8363], [-1.4669, -2.2770, 8.5471], [-3.1097, -1.7896, 8.3967], [0.7393, -0.1178, 8.0114]], "forces_ev_per_a": [[1.8, 3.4, -1.0], [0.4, -1.6, 1.0], [-0.5, -0.9, -0.4], [-0.8, -0.8, -0.3], [0.3, 0.0, -0.1], [0.0, -0.2, -0.2], [0.0, 0.3, -0.1], [-0.5, 0.4, 0.2], [0.3, 0.3, -0.2], [-0.5, 0.5, 0.8], [1.7, 0.7, 0.8], [1.5, 0.7, 0.5], [-1.2, 0.2, -1.8], [0.0, -0.3, 0.3], [-0.1, -0.1, 0.1], [0.0, -0.1, 0.0], [-0.4, -0.3, -0.7], [-0.2, -0.6, 0.0], [-0.7, 0.0, 0.4], [-0.7, 0.0, -0.5], [0.1, -0.3, -0.3], [1.1, -0.7, -0.2], [1.2, 1.1, 1.2], [1.6, 1.3, 0.9], [-1.9, -2.1, -1.9], [-0.5, 0.1, -0.4], [-0.8, 0.5, 0.2], [0.3, -0.3, 0.4], [-0.3, 0.0, -0.6], [0.0, -0.4, 0.3], [0.1, 0.3, 0.0], [-0.6, -0.2, 0.0], [-0.4, 0.0, 0.2], [-0.6, 0.0, 0.1], [0.8, -0.6, 0.6], [0.5, 0.3, -1.8], [-1.6, -1.0, 0.1], [0.7, -0.4, -0.1], [-0.7, 0.0, 0.3], [0.9, 0.2, 0.4], [-0.6, 0.1, -0.1], [-0.3, 0.3, 0.1], [-0.1, -0.5, 0.6], [0.2, -0.3, -0.2], [-0.3, 1.6, 0.3], [-0.4, 0.0, -1.3], [0.2, 2.0, -2.1], [0.9, 0.2, -0.3], [0.6, -2.4, 2.4], [-0.4, 0.2, 0.2], [0.4, -0.1, 0.7], [0.1, 0.6, 0.4], [0.2, -0.5, 0.4], [-0.1, 0.0, -0.1], [-0.2, 0.1, 0.1], [-0.4, 0.3, 0.1], [-0.3, -0.6, 0.4], [-1.2, -0.8, -1.3], [-1.6, -1.1, -0.5], [0.8, 0.5, 2.1], [0.2, 0.7, -0.2], [0.5, 0.4, -0.4], [0.2, 0.1, 0.4], [0.1, -0.1, 0.5], [0.9, 0.3, -0.6], [0.0, 0.0, 0.0], [0.1, 0.3, 0.2], [-0.3, -0.3, -0.3], [0.3, 0.0, -0.1], [-1.2, 0.4, 1.5], [0.6, 0.4, -1.5], [0.5, 1.4, -0.1], [-1.7, 1.1, 0.1], [1.0, -0.2, 1.1], [-0.3, 1.1, 0.3], [0.4, -1.8, -2.3], [0.9, 0.2, 0.6], [0.4, -1.0, 0.0], [0.7, -0.9, 0.2], [-1.0, -0.8, 0.2], [0.6, 0.4, -0.1], [0.1, 0.4, -0.4], [0.2, 0.0, 0.4], [-0.3, -0.6, 0.6], [-0.3, -0.2, 0.3], [0.6, -0.4, 0.0], [0.0, 0.3, -0.1], [-0.5, -0.4, 0.3], [-0.1, 0.5, 0.5], [-0.3, 0.3, -1.1], [-0.6, -0.5, 0.0], [0.0, 0.1, 0.1], [0.0, -0.1, 0.0], [0.0, -0.1, -0.2], [-0.2, 0.4, -0.2], [0.1, -0.1, 0.2], [-0.2, 0.1, -0.3], [0.3, 0.0, 0.3], [-0.1, 0.1, -0.3], [0.1, 0.3, -0.7], [0.8, -1.0, -0.2], [-0.3, -1.2, 1.6], [-0.5, 0.6, -1.0], [0.6, -0.1, -1.5], [0.1, 0.3, 1.6], [0.7, 0.3, 2.7], [0.3, 0.3, -0.7], [1.0, 0.1, -1.4], [0.4, -0.1, 0.3], [1.5, -0.4, -0.5], [-0.2, -0.3, 0.1], [0.0, 0.0, 0.1], [0.1, 0.0, 0.4], [-0.1, 0.3, 0.0], [-0.1, 0.0, -0.1], [-0.1, -0.3, -0.3], [-0.1, 0.3, -0.1], [0.1, 0.2, -0.2], [-0.2, -0.1, 0.1], [-0.2, 0.5, 0.4], [0.1, 0.2, 0.2], [0.0, 0.0, -0.2], [-0.8, 0.3, 0.0], [-0.3, -0.4, -0.3], [-0.5, 0.0, 0.2], [-0.3, 0.7, -0.7], [-1.0, -0.3, 0.8], [-0.5, 0.2, -0.2], [-0.3, -0.3, -0.4], [-0.7, 0.3, 0.1], [0.0, 0.4, -2.1], [1.5, 0.1, 0.4], [-0.7, 1.4, 1.4], [0.2, 0.2, 1.2], [0.1, -0.1, -1.1], [-0.7, -2.5, -0.4], [0.4, 0.9, 0.2], [-1.2, -0.6, 0.9], [0.0, 0.9, 0.5], [0.7, 0.5, 0.5], [0.9, -0.2, 0.0], [0.4, 0.0, 0.3], [-0.2, -0.5, 0.5], [-0.1, -0.5, -0.2], [-0.2, 0.1, 0.4], [0.3, -0.2, -0.5], [-0.4, 0.1, -0.2], [0.1, 0.1, 0.0], [0.4, -0.5, -0.2], [-0.2, 0.8, -0.6], [-0.1, -0.7, -0.3], [-0.3, 0.1, -0.4], [0.2, -0.3, -0.1], [-0.1, -0.1, 0.2], [-0.3, 0.0, 0.1], [0.2, 0.1, -0.1], [-0.2, 0.1, -0.6], [-0.1, 0.0, -0.3], [-0.1, 0.4, 0.5], [-0.3, 0.5, 0.1], [0.3, -1.6, -0.6], [1.3, 1.0, -0.6], [1.4, -0.4, -0.4], [-1.6, -0.7, 1.2], [-0.8, 2.1, -1.7], [0.5, -1.4, -0.1], [-1.0, -0.7, -1.0], [1.6, 1.4, 1.3], [0.5, 0.5, 1.0], [0.4, 0.7, -0.5], [0.8, -0.5, -0.2], [-0.6, 0.0, 0.4], [-0.2, 0.7, 0.7], [-0.5, 0.0, 0.2], [-0.2, -0.5, 0.7], [0.2, 0.3, 0.0], [-0.9, -0.3, 0.1], [0.0, 0.3, -0.1], [-0.4, -1.0, -0.2], [0.6, 0.3, -0.4], [-0.9, -0.5, 0.0], [-0.2, 0.4, -0.4], [-0.3, -0.5, 0.0], [-0.2, -0.6, -0.1], [0.4, 0.0, 0.7], [0.0, 0.0, 0.1], [0.3, 0.2, -0.1], [-0.2, 0.3, -0.5], [0.0, 0.0, 0.2]], "spin_multiplicity": 4, "e_tot_ev": -109031.52117, "homo_ev": [-9.4, -9.4], "max_force_ev_per_a": 4.0, "s_squared": 3.7559, "charge": 1, "relative_energy_kj_mol": 104.9}